# C43H58FN7O3Si4W

A structure of composition C43H58FN7O3Si4W (the ωB97M-V functional and the def2-TZVPD basis, OMol25).

Results
Gap between HOMO and LUMO (alpha / beta): 0.1828 / 0.1829 hartree
Total charge: +2

Structure (XYZ):
```
117
Properties=species:S:1:pos:R:3:forces:R:3
W 0.507818 0.026679 -0.635376 0.83 -0.34 0.25
N -2.754306 -1.165115 1.999343 0.07 -0.03 -0.16
C -1.876259 -0.405040 1.345660 0.14 0.18 0.29
N -0.644764 -0.758142 1.072972 -0.03 0.06 -0.16
C -0.222941 -2.037685 1.442989 -0.12 -0.30 0.11
N 0.902838 -2.511451 1.034656 -0.10 0.29 -0.07
N 1.493712 -1.607774 0.157779 -0.09 -0.42 -0.26
C 2.715858 -1.896702 -0.201776 0.08 0.12 -0.11
C 3.323157 -0.939180 -1.073822 -0.11 -0.20 0.17
C 4.574912 -1.125630 -1.662208 0.05 0.11 -0.14
C 5.031824 -0.202647 -2.577632 0.01 -0.14 0.09
C 4.237440 0.905276 -2.863756 -0.17 0.07 0.00
C 3.039103 1.065206 -2.204487 0.16 0.03 -0.09
N 2.569283 0.173912 -1.314995 0.03 -0.12 0.36
C -1.111441 -2.865634 2.252794 0.06 -0.08 0.02
C -0.731472 -4.128647 2.728028 0.02 0.06 -0.04
C -1.631102 -4.903985 3.423164 -0.05 0.01 0.00
C -2.931586 -4.437905 3.651066 0.02 -0.03 0.01
C -3.326007 -3.200354 3.191951 0.04 0.01 -0.04
C -2.406497 -2.418311 2.493252 -0.09 0.01 0.03
H -3.683002 -0.802094 2.151441 -0.01 -0.01 0.02
H -2.195835 0.579278 1.044795 0.00 0.05 0.03
H 3.210684 -2.776527 0.185632 0.06 0.04 0.02
H 5.148132 -2.008307 -1.412963 0.02 0.00 0.00
H 5.986179 -0.338555 -3.067303 0.01 0.01 0.00
H 4.555089 1.656503 -3.572577 0.01 0.00 0.00
H 2.425516 1.938199 -2.376109 -0.01 -0.02 0.00
H 0.277599 -4.469211 2.541109 0.01 0.00 0.01
H -1.334268 -5.872273 3.800962 0.00 -0.01 0.00
H -3.633733 -5.053250 4.196991 0.00 0.01 0.01
H -4.329698 -2.834656 3.368637 -0.01 0.01 0.01
O 0.658334 -0.378084 -2.974044 -0.04 0.40 -0.05
C -0.393375 0.339825 -3.644053 -0.12 -0.08 -0.04
C -0.290878 1.751637 -3.166449 0.23 0.03 -0.03
C -0.322891 2.817505 -4.052637 -0.10 -0.01 0.05
C -0.114583 4.099720 -3.580546 0.02 0.00 0.04
C 0.153295 4.257585 -2.227041 -0.05 -0.02 -0.02
C 0.169530 3.149371 -1.407867 -0.23 -0.07 0.04
N -0.058430 1.893294 -1.846790 -0.04 -0.12 -0.02
H 0.607585 -1.309549 -3.251013 -0.04 0.03 0.17
H -1.355341 -0.100358 -3.373684 -0.01 0.02 -0.05
H -0.268435 0.283194 -4.725359 0.07 -0.01 0.02
H -0.502853 2.626967 -5.101795 0.01 0.02 -0.01
H -0.139865 4.949047 -4.248854 0.02 0.01 -0.01
H 0.356950 5.228582 -1.797560 -0.01 0.02 -0.02
H 0.362721 3.245042 -0.350380 0.01 0.00 0.00
C 1.893127 -0.010972 4.373266 -0.02 0.00 -0.01
Si 0.770077 1.264674 3.566327 0.09 -0.12 0.02
C 0.969234 2.926845 4.416428 0.04 0.00 0.00
C -0.991779 0.740274 3.976466 -0.01 0.01 -0.07
Si 1.428303 1.320618 1.259380 -0.25 0.43 -0.37
Si 3.413785 2.679850 1.369757 -0.05 -0.05 -0.02
C 3.082581 4.277633 2.306656 0.01 -0.01 0.01
C 4.142686 3.243792 -0.263764 -0.01 -0.03 -0.02
C 4.718042 1.640675 2.234854 -0.01 0.03 0.02
Si -2.998778 3.614098 0.787224 0.05 -0.07 0.03
C -3.525019 4.181112 -0.898435 -0.01 0.02 0.04
C -2.095535 4.889123 1.782159 -0.04 0.01 -0.02
C -4.368285 2.782423 1.731518 0.00 0.04 -0.01
H 1.559053 -0.190019 5.398432 0.01 0.00 0.02
H 2.931936 0.314609 4.416923 0.01 0.01 -0.01
H 1.868371 -0.966579 3.843555 -0.02 -0.02 0.00
H 0.367450 2.902882 5.327885 0.01 0.02 0.02
H 0.636452 3.775940 3.819699 -0.04 -0.01 0.00
H 1.999730 3.116895 4.710678 0.01 -0.02 0.02
H -1.159606 0.998537 5.024800 0.00 -0.01 0.01
H -1.138488 -0.335252 3.883839 -0.01 -0.04 0.01
H -1.749230 1.259676 3.387028 -0.02 0.04 0.01
H 2.085374 4.685709 2.135525 -0.01 0.01 -0.04
H 3.804989 5.018252 1.956288 0.00 0.02 0.01
H 3.213801 4.174878 3.381085 0.02 0.00 0.01
H 3.430423 3.777924 -0.895873 -0.01 0.01 -0.01
H 4.572679 2.429482 -0.838910 0.06 0.00 0.02
H 4.952688 3.937037 -0.021878 -0.01 0.03 0.00
H 4.467052 1.441514 3.276527 0.00 0.01 0.02
H 5.673667 2.170753 2.220693 0.01 0.00 0.00
H 4.864243 0.679397 1.736864 0.01 0.00 -0.02
H -2.734931 4.753857 -1.386608 0.02 -0.02 -0.02
H -4.407772 4.820780 -0.844050 -0.01 0.01 0.02
H -3.774341 3.331061 -1.537983 -0.01 -0.01 -0.01
H -1.343735 5.402539 1.179283 0.04 -0.02 0.01
H -1.597051 4.414444 2.630491 0.02 0.01 0.01
H -2.765290 5.651946 2.182061 -0.04 0.00 -0.01
H -4.766834 1.929492 1.175006 0.01 -0.02 0.01
H -5.200345 3.466213 1.908287 -0.01 0.02 -0.01
H -4.022480 2.440954 2.710182 0.01 -0.04 0.00
C 2.736709 -5.378037 -1.488542 0.03 0.03 0.02
O 1.444399 -4.780208 -1.389908 -0.04 0.03 -0.03
C 0.967118 -4.135451 -2.478104 0.08 0.09 -0.04
C 1.696110 -3.851553 -3.628267 -0.05 -0.01 0.09
C 1.067556 -3.237826 -4.704527 0.00 0.02 -0.04
C -0.281804 -2.909755 -4.650081 0.00 -0.10 -0.01
C -1.005826 -3.163685 -3.492992 0.08 -0.12 -0.04
C -0.378100 -3.751251 -2.406570 -0.04 0.03 0.07
N -1.064893 -4.147799 -1.234249 -0.22 -0.01 0.06
C -2.251484 -3.810089 -0.772463 0.19 0.13 -0.04
C -2.993092 -2.624151 -0.979954 0.15 -0.10 -0.13
C -4.389467 -2.674398 -0.716916 -0.02 0.08 0.00
C -5.167997 -1.558814 -0.817863 0.06 -0.03 0.02
C -4.552987 -0.327323 -1.136691 -0.10 0.08 0.01
C -3.202220 -0.218662 -1.318343 0.11 -0.09 -0.06
C -2.359556 -1.364659 -1.259251 -0.11 -0.05 0.02
O -1.084801 -1.284811 -1.380108 -0.25 0.03 -0.02
H 2.766711 -6.095636 -2.309280 0.02 0.00 0.00
H 2.904274 -5.886710 -0.544485 -0.01 0.00 -0.01
H 3.502535 -4.613035 -1.632776 0.00 -0.02 0.00
H 2.736917 -4.129642 -3.699589 0.01 0.01 -0.01
H 1.637837 -3.033972 -5.600846 -0.01 -0.02 -0.01
H -0.780047 -2.495428 -5.515762 0.01 0.05 0.01
H -2.062149 -2.940048 -3.453084 -0.03 0.03 0.03
H -0.587254 -4.900203 -0.748053 -0.09 -0.11 -0.07
H -2.687800 -4.552984 -0.110344 0.04 0.02 0.08
H -4.835970 -3.630165 -0.468712 0.00 -0.01 0.01
H -6.235560 -1.611693 -0.661478 -0.01 0.00 0.00
H -5.169860 0.559800 -1.222897 0.00 0.00 0.00
H -2.727075 0.739840 -1.500619 -0.02 0.00 0.00
F -1.896474 2.415469 0.528959 -0.15 0.25 0.02
```
Positions in Å, forces in eV/Å.

---

# C43H59AsMoN6SSe3Si2Te2

A structure of composition C43H59AsMoN6SSe3Si2Te2 (the ωB97M-V functional and the def2-TZVPD basis, OMol25).

Results
Gap between HOMO and LUMO (alpha / beta): 0.2009 / 0.1990 hartree
2S+1: 3
<S²>: 2.057

Structure (XYZ):
```
118
Properties=species:S:1:pos:R:3:forces:R:3
Mo 0.976489 -0.182239 0.189868 0.02 -0.19 0.17
C -4.837164 1.870545 2.802847 -0.07 0.03 0.01
C -3.387500 1.776604 2.424038 0.07 -0.04 -0.05
C -2.408427 1.537254 3.384455 -0.05 0.00 0.00
C -1.072711 1.431396 3.038023 0.11 -0.06 -0.05
C -0.669364 1.560199 1.712174 -0.20 0.03 0.01
N 0.675616 1.573006 1.308516 0.19 -0.09 0.29
C 1.249025 2.822959 1.293062 0.06 0.17 -0.23
C 0.589333 3.940005 1.854254 0.03 -0.10 -0.03
C 1.116821 5.212936 1.838345 0.04 0.03 -0.03
C 2.334096 5.479842 1.227191 -0.01 -0.05 0.02
C 2.916302 6.863547 1.167163 0.02 0.06 0.01
C 2.990170 4.406167 0.651494 -0.07 0.03 -0.02
C 2.493039 3.106598 0.690529 -0.14 0.07 0.02
N 3.305959 2.097182 0.100722 0.14 -0.02 0.15
C 4.629606 2.208571 -0.137739 0.04 -0.01 0.01
C 5.075996 1.031824 -0.686417 -0.05 0.04 0.03
C 3.949525 0.222981 -0.736187 0.04 -0.04 -0.02
N 2.882419 0.862485 -0.252046 -0.19 -0.06 -0.23
C -1.659428 1.747609 0.745691 -0.12 -0.01 0.13
C -2.998011 1.865916 1.090006 0.07 -0.03 0.07
N -1.260979 1.864628 -0.612059 0.08 0.18 -0.14
C -1.779450 2.689770 -1.544908 0.00 -0.02 0.01
C -1.062302 2.525307 -2.702902 -0.02 0.00 0.05
C -0.094452 1.565423 -2.388844 0.10 -0.04 0.00
N -0.208253 1.173614 -1.127593 -0.22 -0.06 -0.09
H -4.957970 1.877918 3.884891 0.00 0.01 0.00
H -5.397778 1.019511 2.412722 -0.02 -0.03 -0.01
H -5.294244 2.777745 2.404758 0.00 -0.01 -0.01
H -2.698059 1.439332 4.423556 -0.01 0.01 0.01
H -0.308684 1.280306 3.789975 0.00 -0.01 0.00
H -0.373092 3.797448 2.320946 -0.02 -0.02 0.03
H 0.554352 6.018707 2.295425 0.00 0.01 0.01
H 2.259082 7.581744 1.656159 0.00 0.00 0.00
H 3.060156 7.193323 0.136428 0.00 -0.01 0.00
H 3.886514 6.909625 1.665657 0.00 0.00 0.00
H 3.914893 4.608760 0.129649 0.01 -0.04 -0.03
H 5.173973 3.098323 0.115281 -0.02 0.01 0.03
H 6.076997 0.775849 -0.982395 0.01 0.00 -0.01
H 3.874770 -0.798800 -1.067652 0.03 0.00 -0.05
H -3.746658 1.990725 0.317194 -0.01 0.02 -0.02
H -2.601181 3.340892 -1.302899 -0.01 0.00 0.01
H -1.207269 3.028323 -3.641576 0.01 0.01 -0.01
H 0.678459 1.147463 -3.011241 -0.20 0.08 0.05
Se 2.666347 -1.793087 1.468279 -0.15 -0.01 0.03
Se 2.694909 -3.967209 0.537557 0.21 0.06 -0.01
Te 5.108692 -3.458578 -0.053236 -0.09 -0.04 -0.02
Se 1.486571 -1.863246 -1.825556 0.23 -0.01 0.17
C 3.576667 -0.037169 4.943273 -0.01 0.02 -0.01
As 4.029411 0.883816 3.273797 -0.01 -0.02 -0.08
C 5.825009 0.127480 3.056213 -0.02 0.04 0.05
C 4.566176 2.601478 4.062419 0.00 -0.03 -0.02
S 0.748506 -1.267443 2.343491 0.29 0.03 -0.22
H 4.403365 0.021830 5.652023 -0.01 0.00 0.01
H 3.358096 -1.082997 4.728324 0.00 0.00 0.00
H 2.688101 0.416814 5.382183 0.00 -0.01 -0.01
H 6.385157 0.187800 3.990266 0.01 -0.02 -0.01
H 6.354943 0.678799 2.280533 0.02 0.02 -0.02
H 5.747737 -0.911817 2.736703 -0.01 -0.02 0.00
H 5.231522 2.452115 4.913475 0.00 0.01 0.00
H 3.680781 3.152200 4.380452 0.00 -0.01 0.01
H 5.079577 3.195018 3.305392 0.01 0.01 0.00
C 3.374342 0.642854 -6.187737 0.00 0.00 -0.07
C 3.402093 0.974587 -4.844295 0.03 0.04 0.04
C 2.540934 0.361665 -3.947203 0.15 -0.07 -0.02
C 1.637221 -0.609052 -4.375003 0.01 -0.20 -0.06
C 1.622788 -0.950881 -5.733461 -0.08 0.03 0.08
C 2.476213 -0.324331 -6.622645 0.03 0.03 -0.01
N 0.778747 -1.245574 -3.457557 -0.04 0.34 0.02
C -0.438114 -1.789344 -3.925337 -0.10 -0.17 -0.04
C -1.354350 -0.971779 -4.588868 0.11 0.01 0.02
C -2.563141 -1.481201 -5.031871 -0.06 -0.06 -0.04
C -2.886005 -2.814461 -4.818307 0.01 0.03 -0.02
C -1.974159 -3.633727 -4.168131 0.00 -0.03 -0.01
C -0.758641 -3.132018 -3.731098 0.00 0.03 0.03
H 4.047823 1.120054 -6.886889 0.00 0.00 0.00
H 4.101148 1.717024 -4.478756 0.00 0.00 -0.01
H 2.579895 0.624034 -2.899890 0.12 -0.05 0.06
H 0.946252 -1.718380 -6.083415 -0.02 -0.01 0.00
H 2.453425 -0.611884 -7.666238 0.00 0.00 0.00
H -1.106224 0.066505 -4.768849 0.02 0.04 0.04
H -3.260355 -0.827464 -5.541316 -0.01 0.00 -0.01
H -3.832232 -3.211598 -5.161648 -0.01 0.00 0.01
H -2.203883 -4.679642 -4.006237 -0.01 -0.01 0.00
H -0.054475 -3.775699 -3.219515 0.01 0.01 -0.02
C -1.924260 -2.663000 3.461316 -0.10 -0.05 -0.11
Si -1.322257 -4.074266 2.357683 -0.03 0.05 0.01
C -2.659660 -5.402312 2.380875 0.06 0.08 0.04
C 0.243721 -4.836429 3.048724 -0.15 0.00 -0.04
C -1.097463 -3.683373 0.498523 0.03 -0.04 0.06
Te -1.399193 -1.770271 -0.365552 -0.03 0.08 -0.10
C -3.322215 -1.464634 0.566172 0.04 0.09 0.08
Si -4.633469 -1.338483 -0.779462 -0.07 -0.04 -0.05
C -6.288616 -0.902189 -0.002291 0.07 -0.02 -0.06
C -4.741273 -3.016243 -1.609352 0.07 0.06 0.05
C -4.183445 -0.019412 -2.042151 0.00 -0.04 0.06
H -1.459033 -2.769925 4.443920 0.02 0.01 0.02
H -3.006168 -2.713071 3.602208 -0.04 -0.02 0.00
H -1.678159 -1.666990 3.092131 -0.09 -0.07 -0.01
H -2.867968 -5.723343 3.403793 0.00 -0.01 0.02
H -2.356827 -6.283501 1.812163 0.02 -0.01 -0.02
H -3.596421 -5.036563 1.952839 -0.01 0.03 -0.01
H 0.052936 -5.192554 4.064273 -0.02 0.00 0.02
H 1.081163 -4.142280 3.084225 0.01 0.04 0.01
H 0.555258 -5.694249 2.449258 0.01 -0.01 -0.01
H -1.806311 -4.302861 -0.057938 0.01 -0.05 0.00
H -0.099294 -3.986170 0.170650 0.01 0.07 -0.01
H -3.289850 -0.610750 1.239593 0.02 -0.01 0.01
H -3.500901 -2.354160 1.171070 -0.01 -0.04 0.04
H -6.564500 -1.609282 0.781961 0.01 -0.02 0.02
H -7.082023 -0.913345 -0.752456 -0.01 -0.01 -0.02
H -6.270930 0.096468 0.436997 0.01 0.04 0.02
H -5.060986 -3.784423 -0.901652 -0.01 -0.01 0.03
H -3.769861 -3.309403 -2.016251 -0.02 0.01 0.00
H -5.450861 -3.008125 -2.438444 -0.03 0.02 -0.02
H -4.331315 0.986954 -1.645321 0.00 0.03 0.02
H -4.820440 -0.114826 -2.924266 -0.04 -0.02 -0.01
H -3.150866 -0.103779 -2.391119 0.00 -0.02 0.02
```
Positions in Å, forces in eV/Å.

---

The energy above the lowest of the compared OMol25 structures with the same formula, charge and spin results, record by record, are as follows: 26.8; 35.5 kcal per mole.